Entry 1:
Here is a cluster of 14 separate species, C20H68N22O14 in total from OMol25. Energies are from ωB97M-V/def2-TZVPD.

Each atom is followed by the atoms it is bonded to, with distances in Å.
Cartesian coordinates (Å):
1 C -6.1092 -0.0156 -1.7443  C2 1.533, H5 1.090, H6 1.090, H7 1.090
2 C -6.3990 -1.4803 -1.3962  C1 1.533, C3 1.630, O4 1.300, H8 1.090
3 C -7.5331 -1.6390 -0.2367  C2 1.630, H9 1.090, H10 1.090, H11 1.090
4 O -6.8256 -2.1318 -2.4373  C2 1.300, H12 0.960
5 H -5.2097 -0.1363 -2.3481  C1 1.090
6 H -5.7129 0.5906 -0.9297  C1 1.090
7 H -6.9011 0.6391 -2.1082  C1 1.090
8 H -5.4800 -1.9395 -1.0319  C2 1.090
9 H -7.8665 -2.6574 -0.0369  C3 1.090
10 H -8.3932 -1.0218 -0.4964  C3 1.090
11 H -7.0736 -1.2104 0.6540  C3 1.090
12 H -6.2179 -2.1175 -3.1803  O4 0.960
13 C 5.1337 -0.5701 5.8477  C14 1.511, H17 1.090, H18 1.090, H19 1.090
14 C 4.0637 -0.3032 6.8811  C13 1.511, C15 1.463, O16 1.411, H20 1.090
15 C 4.6160 0.0134 8.1984  C14 1.463, H21 1.090, H22 1.090, H23 1.090
16 O 3.1814 0.6185 6.2778  C14 1.411, H24 0.960
17 H 4.7320 -0.4269 4.8447  C13 1.090
18 H 5.4790 -1.6039 5.8567  C13 1.090
19 H 6.0397 0.0328 5.9095  C13 1.090
20 H 3.4875 -1.2144 7.0418  C14 1.090
21 H 3.9000 0.1983 8.9992  C15 1.090
22 H 5.2626 0.8449 7.9180  C15 1.090
23 H 5.2545 -0.7973 8.5494  C15 1.090
24 H 3.5323 1.4345 5.9138  O16 0.960
25 C -4.0645 -1.4300 5.8838  C26 1.548, H29 1.090, H30 1.090, H31 1.090
26 C -2.7718 -1.9277 6.5738  C25 1.548, C27 1.542, O28 1.467, H32 1.090
27 C -2.9481 -2.8608 7.7885  C26 1.542, H33 1.090, H34 1.090, H35 1.090
28 O -1.9003 -2.4938 5.5378  C26 1.467, H36 0.960
29 H -4.7039 -0.8919 6.5835  C25 1.090
30 H -4.7009 -2.3086 5.7780  C25 1.090
31 H -3.9918 -0.8396 4.9704  C25 1.090
32 H -2.3022 -1.0167 6.9447  C26 1.090
33 H -3.5266 -2.3319 8.5459  C27 1.090
34 H -1.9467 -3.1346 8.1207  C27 1.090
35 H -3.5640 -3.7202 7.5236  C27 1.090
36 H -1.0389 -2.0723 5.5807  O28 0.960
37 C 3.7486 5.5022 -4.4527  O38 1.227, N39 1.295, N40 1.294
38 O 4.8935 5.9334 -4.3650  C37 1.227
39 N 2.6085 6.0990 -4.6011  C37 1.295, H41 1.010, H42 1.010
40 N 3.5420 4.2257 -4.4067  C37 1.294, H43 1.010, H44 1.010
41 H 1.7736 5.5940 -4.8618  N39 1.010
42 H 2.6536 7.1068 -4.5518  N39 1.010
43 H 2.6190 3.8178 -4.4479  N40 1.010
44 H 4.2748 3.5716 -4.1717  N40 1.010
45 C 2.5598 -7.3215 3.0579  O46 1.220, N47 1.295, N48 1.349
46 O 3.1460 -8.3443 3.3727  C45 1.220
47 N 2.2845 -7.2215 1.7964  C45 1.295, H49 1.010, H50 1.010
48 N 1.9847 -6.4819 3.9431  C45 1.349, H51 1.010, H52 1.010
49 H 2.8944 -7.7662 1.2036  N47 1.010
50 H 1.7290 -6.4783 1.3973  N47 1.010
51 H 1.2866 -5.8259 3.6230  N48 1.010
52 H 2.2315 -6.5636 4.9191  N48 1.010
53 C 1.7910 -5.0890 -5.7396  O54 1.207, N55 1.249, N56 1.343
54 O 0.7972 -5.5690 -5.2518  C53 1.207
55 N 2.1619 -5.3063 -6.9124  C53 1.249, H57 1.010, H58 1.010
56 N 2.5025 -4.1219 -5.1372  C53 1.343, H59 1.010, H60 1.010
57 H 1.5115 -5.8525 -7.4590  N55 1.010
58 H 3.0695 -4.9240 -7.1362  N55 1.010
59 H 2.1661 -3.8187 -4.2344  N56 1.010
60 H 3.1694 -3.6431 -5.7256  N56 1.010
61 C 4.3374 5.2802 2.6204  O62 1.220, N63 1.264, N64 1.267
62 O 3.2683 5.4693 3.1774  C61 1.220
63 N 4.5691 4.3055 1.8492  C61 1.264, H65 1.010, H66 1.010
64 N 5.3841 5.9697 2.8025  C61 1.267, H67 1.010, H68 1.010
65 H 3.8594 3.6087 1.6735  N63 1.010
66 H 5.5103 4.1061 1.5418  N63 1.010
67 H 6.2705 5.6362 2.4514  N64 1.010
68 H 5.3977 6.8656 3.2687  N64 1.010
69 C -4.6405 1.5858 -8.4838  O70 1.187, N71 1.299, N72 1.338
70 O -4.5646 0.4536 -8.1359  C69 1.187
71 N -3.9764 2.5593 -7.9377  C69 1.299, H73 1.010, H74 1.010
72 N -5.4724 2.2186 -9.3195  C69 1.338, H75 1.010, H76 1.010
73 H -4.0276 3.5575 -8.0827  N71 1.010
74 H -3.1820 2.4084 -7.3325  N71 1.010
75 H -6.3041 1.9478 -9.8245  N72 1.010
76 H -5.1890 3.1839 -9.4088  N72 1.010
77 C -3.0545 -6.4957 0.4384  O78 1.201, N79 1.311, N80 1.260
78 O -3.4863 -7.4895 -0.0802  C77 1.201
79 N -3.1395 -6.2622 1.7256  C77 1.311, H81 1.010, H82 1.010
80 N -2.3567 -5.6822 -0.2248  C77 1.260, H83 1.010, H84 1.010
81 H -3.8332 -6.9177 2.0561  N79 1.010
82 H -3.0652 -5.3528 2.1587  N79 1.010
83 H -1.7921 -5.0009 0.2622  N80 1.010
84 H -2.1448 -5.9920 -1.1625  N80 1.010
85 C 7.6975 -3.3785 -0.4556  O86 1.220, N87 1.296, N88 1.284
86 O 7.4376 -4.4713 0.0199  C85 1.220
87 N 6.8527 -2.4794 -0.8508  C85 1.296, H89 1.010, H90 1.010
88 N 8.8794 -2.8824 -0.5363  C85 1.284, H91 1.010, H92 1.010
89 H 7.1167 -1.6727 -1.3982  N87 1.010
90 H 5.8791 -2.7278 -0.7480  N87 1.010
91 H 9.7354 -3.3694 -0.3125  N88 1.010
92 H 9.0443 -1.9293 -0.8271  N88 1.010
93 C -5.7453 4.5604 5.5228  O94 1.187, N95 1.283, N96 1.331
94 O -6.7538 4.5507 4.8964  C93 1.187
95 N -4.5954 4.4051 4.9757  C93 1.283, H97 1.010, H98 1.010
96 N -5.4818 4.6930 6.8204  C93 1.331, H99 1.010, H100 1.010
97 H -4.7149 4.3781 3.9731  N95 1.010
98 H -3.8100 4.1302 5.5481  N95 1.010
99 H -4.5068 4.6900 7.0840  N96 1.010
100 H -6.2099 4.7969 7.5126  N96 1.010
101 C -1.7239 7.0771 -0.8891  O102 1.233, N103 1.317, N104 1.223
102 O -2.0712 5.9058 -0.7188  C101 1.233
103 N -1.9495 7.7274 -2.0116  C101 1.317, H105 1.010, H106 1.010
104 N -1.0358 7.7323 -0.1189  C101 1.223, H107 1.010, H108 1.010
105 H -2.5012 7.3018 -2.7427  N103 1.010
106 H -1.9593 8.7151 -1.8008  N103 1.010
107 H -0.7609 7.3717 0.7837  N104 1.010
108 H -0.7587 8.6436 -0.4547  N104 1.010
109 C 0.1904 0.0119 -0.4403  O110 1.285, N111 1.311, N112 1.292
110 O 0.7635 -1.1368 -0.5028  C109 1.285
111 N -0.0897 0.5059 0.7409  C109 1.311, H113 1.010, H114 1.010
112 N -0.2007 0.8156 -1.3731  C109 1.292, H115 1.010, H116 1.010
113 H 0.2838 0.1042 1.5890  N111 1.010
114 H -0.5522 1.4032 0.7067  N111 1.010
115 H -0.3834 1.7851 -1.1570  N112 1.010
116 H -0.1888 0.4863 -2.3279  N112 1.010
117 C 1.5597 0.6570 -8.6688  O118 1.263, N119 1.329, N120 1.306
118 O 1.1651 0.7979 -7.4773  C117 1.263
119 N 1.2768 -0.2866 -9.5606  C117 1.329, H121 1.010, H122 1.010
120 N 2.4769 1.4399 -9.1698  C117 1.306, H123 1.010, H124 1.010
121 H 1.6488 -0.2170 -10.4970  N119 1.010
122 H 0.9902 -1.2089 -9.2651  N119 1.010
123 H 2.9146 1.4371 -10.0800  N120 1.010
124 H 2.8125 2.0726 -8.4577  N120 1.010

The calculation puts the calculated total energy at -3060.8819 Ha. Its multiplicity is 1. The value obtained for the HOMO energy is -9.049 eV. As for the frontier orbital gap: 8.7 eV. Its energy above the lowest of the compared OMol25 structures with the same formula, charge and spin is 1157.0 kJ/mol.

---

Entry 2:
Here is a cluster of 9 separate species, C20H69B2N5O7 in total from OMol25. Energies are from ωB97M-V/def2-TZVPD.

Each atom is followed by the atoms it is bonded to, with distances in Å.
Cartesian coordinates (Å):
1 O 1.3983 -0.7152 -2.5186  H2 0.960, H3 0.960, H4 0.960
2 H 1.6527 0.0568 -3.0293  O1 0.960
3 H 1.3684 -0.5792 -1.5687  O1 0.960
4 H 0.5022 -1.0287 -2.6613  O1 0.960
5 O 0.2783 1.1685 2.2893  H6 0.960, H7 0.960, H8 0.960
6 H -0.6203 1.4277 2.5060  O5 0.960
7 H 0.3481 0.6442 1.4882  O5 0.960
8 H 0.6658 0.7920 3.0828  O5 0.960
9 B 1.3648 -0.3591 4.3715  H10 1.079, H11 1.079, H12 1.079, H13 1.079
10 H 0.7521 0.5029 4.5854  B9 1.079
11 H 2.2911 -0.0419 3.9180  B9 1.079
12 H 1.4770 -0.9891 5.2402  B9 1.079
13 H 0.8768 -1.0107 3.6633  B9 1.079
14 B 0.7444 -0.4939 0.1850  H15 1.079, H16 1.079, H17 1.079, H18 1.079
15 H 0.6480 -1.4358 -0.3324  B14 1.079
16 H -0.2146 -0.0666 0.4338  B14 1.079
17 H 1.2449 -0.7787 1.0975  B14 1.079
18 H 1.2991 0.2000 -0.4274  B14 1.079
19 C 2.5577 5.1279 2.1310  C20 1.542, H25 1.090, H26 1.090, H27 1.090
20 C 2.7530 3.6581 2.5525  C19 1.542, C21 1.576, N24 1.446, H28 1.090
21 C 3.6763 2.7253 1.6802  C20 1.576, O22 1.470, H29 1.090, H30 1.090
22 O 3.2184 2.5883 0.2897  C21 1.470, C23 1.397
23 C 3.8413 1.5186 -0.3583  O22 1.397, H31 1.090, H32 1.090, H33 1.090
24 N 3.2849 3.7400 3.8950  C20 1.446, H34 1.010, H35 1.010
25 H 2.2993 5.8356 2.9187  C19 1.090
26 H 1.8178 5.3182 1.3535  C19 1.090
27 H 3.5379 5.4745 1.8036  C19 1.090
28 H 1.6986 3.3859 2.5056  C20 1.090
29 H 3.3501 1.7977 2.1507  C21 1.090
30 H 4.7383 2.9472 1.7851  C21 1.090
31 H 3.4871 0.5418 -0.0286  C23 1.090
32 H 4.9302 1.5314 -0.3111  C23 1.090
33 H 3.5006 1.4858 -1.3932  C23 1.090
34 H 4.1915 4.1849 3.9080  N24 1.010
35 H 2.6014 4.2854 4.4003  N24 1.010
36 C -2.3963 -1.4930 -4.4063  C37 1.605, H42 1.090, H43 1.090, H44 1.090
37 C -1.9804 -1.9758 -2.9336  C36 1.605, C38 1.546, N41 1.488, H45 1.090
38 C -1.0815 -3.2323 -2.8879  C37 1.546, O39 1.429, H46 1.090, H47 1.090
39 O 0.2300 -3.0538 -3.4273  C38 1.429, C40 1.443
40 C 1.1606 -4.0806 -3.0248  O39 1.443, H48 1.090, H49 1.090, H50 1.090
41 N -1.2632 -0.8302 -2.3109  C37 1.488, H51 1.010, H52 1.010
42 H -1.8430 -0.6954 -4.9022  C36 1.090
43 H -3.4435 -1.1951 -4.4578  C36 1.090
44 H -2.3402 -2.1469 -5.2765  C36 1.090
45 H -2.8471 -2.2050 -2.3137  C37 1.090
46 H -1.4149 -4.1618 -3.3494  C38 1.090
47 H -0.9682 -3.4126 -1.8189  C38 1.090
48 H 2.1443 -3.9530 -3.4766  C40 1.090
49 H 0.8027 -5.0336 -3.4144  C40 1.090
50 H 1.1790 -4.3010 -1.9575  C40 1.090
51 H -1.7732 0.0254 -2.4781  N41 1.010
52 H -1.2208 -0.9618 -1.3104  N41 1.010
53 C -3.4130 -0.3612 0.7564  C54 1.473, H59 1.090, H60 1.090, H61 1.090
54 C -3.7437 0.1416 2.1006  C53 1.473, C55 1.524, N58 1.489, H62 1.090
55 C -3.9765 -0.8757 3.2117  C54 1.524, O56 1.476, H63 1.090, H64 1.090
56 O -4.7089 -0.2947 4.3537  C55 1.476, C57 1.450
57 C -3.9348 0.3252 5.4122  O56 1.450, H65 1.090, H66 1.090, H67 1.090
58 N -2.6666 1.0285 2.6192  C54 1.489, H68 1.010, H69 1.010
59 H -2.3470 -0.5527 0.6339  C53 1.090
60 H -3.7554 0.3379 -0.0066  C53 1.090
61 H -3.9374 -1.2477 0.3997  C53 1.090
62 H -4.7464 0.5539 1.9875  C54 1.090
63 H -3.0082 -1.2264 3.5688  C55 1.090
64 H -4.5834 -1.6820 2.7997  C55 1.090
65 H -3.1501 -0.3499 5.7536  C57 1.090
66 H -4.5429 0.5385 6.2913  C57 1.090
67 H -3.4515 1.2549 5.1117  C57 1.090
68 H -3.0155 1.0743 3.5659  N58 1.010
69 H -2.8073 2.0192 2.4823  N58 1.010
70 C 2.4927 -4.0162 0.2982  C71 1.652, H76 1.090, H77 1.090, H78 1.090
71 C 3.8767 -3.2086 0.6997  C70 1.652, C72 1.506, N75 1.467, H79 1.090
72 C 4.7760 -2.7570 -0.4205  C71 1.506, O73 1.461, H80 1.090, H81 1.090
73 O 5.2497 -4.0449 -0.9223  C72 1.461, C74 1.370
74 C 5.7308 -4.0011 -2.2042  O73 1.370, H82 1.090, H83 1.090, H84 1.090
75 N 3.5433 -2.0388 1.5204  C71 1.467, H85 1.010, H86 1.010
76 H 1.9296 -3.3850 -0.3893  C70 1.090
77 H 1.7894 -4.0555 1.1300  C70 1.090
78 H 2.5564 -5.0086 -0.1481  C70 1.090
79 H 4.3941 -3.8375 1.4241  C71 1.090
80 H 5.6253 -2.1354 -0.1367  C72 1.090
81 H 4.1989 -2.2809 -1.2132  C72 1.090
82 H 5.0955 -3.5841 -2.9856  C74 1.090
83 H 5.9242 -4.9894 -2.6213  C74 1.090
84 H 6.5758 -3.3160 -2.2732  C74 1.090
85 H 4.3229 -1.3977 1.4854  N75 1.010
86 H 2.8479 -1.5944 0.9381  N75 1.010
87 C -5.0712 1.5088 -3.3645  C88 1.502, H93 1.090, H94 1.090, H95 1.090
88 C -4.4499 2.7858 -2.8764  C87 1.502, C89 1.582, N92 1.467, H96 1.090
89 C -2.8678 2.7890 -2.9119  C88 1.582, O90 1.412, H97 1.090, H98 1.090
90 O -2.2908 1.8382 -2.0414  C89 1.412, C91 1.426
91 C -1.9572 2.4339 -0.7893  O90 1.426, H99 1.090, H100 1.090, H101 1.090
92 N -4.9193 3.9717 -3.6012  C88 1.467, H102 1.010, H103 1.010
93 H -4.8915 0.6104 -2.7740  C87 1.090
94 H -4.7812 1.4475 -4.4134  C87 1.090
95 H -6.1385 1.6191 -3.5567  C87 1.090
96 H -4.7678 2.7891 -1.8338  C88 1.090
97 H -2.5210 3.8143 -2.7833  C89 1.090
98 H -2.4684 2.4951 -3.8825  C89 1.090
99 H -2.7483 2.7831 -0.1257  C91 1.090
100 H -1.3483 3.3358 -0.8514  C91 1.090
101 H -1.3462 1.7130 -0.2462  C91 1.090
102 H -5.7560 3.6669 -4.0779  N92 1.010
103 H -5.3237 4.6322 -2.9529  N92 1.010

The calculation puts the calculated total energy at -1653.0143 Ha. Its multiplicity is 2. The value obtained for the HOMO energy (spin up / spin down) is -0.044 / -5.963 eV. As for the frontier orbital gap (spin up / spin down): 2.0 / 7.9 eV. The net charge is -1.